[1]
{"formula": "C23H15F4FeO3", "method": "ωB97M-V/def2-TZVPD", "symbols": ["F", "C", "C", "C", "F", "C", "C", "C", "C", "C", "C", "F", "C", "C", "F", "C", "C", "H", "H", "H", "H", "H", "H", "H", "O", "C", "Fe", "C", "O", "C", "O", "C", "C", "C", "C", "C", "C", "C", "H", "H", "H", "H", "H", "H", "H", "H"], "positions_angstrom": [[-3.44702, 2.47455, 1.60467], [-3.12255, 1.13775, 1.56861], [-4.16150, 0.22257, 1.59247], [-3.82356, -1.10354, 1.67381], [-4.80708, -2.07514, 1.74680], [-2.50006, -1.55081, 1.85484], [-1.47136, -0.57950, 2.07053], [-0.20134, -1.04300, 2.67978], [1.05761, -0.59042, 2.01638], [2.10191, -1.55665, 1.81952], [3.40916, -1.12508, 1.65383], [4.40706, -2.08564, 1.72680], [3.77239, 0.21993, 1.57422], [2.69537, 1.12999, 1.49920], [3.03470, 2.46489, 1.51996], [1.37175, 0.74665, 1.60924], [-1.77574, 0.77041, 1.72799], [-5.21915, 0.52333, 1.62436], [-2.24176, -2.60673, 1.94402], [-0.19404, -2.11978, 2.83062], [1.83574, -2.62079, 1.92550], [4.80088, 0.51464, 1.63162], [0.60491, 1.53849, 1.52152], [-1.02484, 1.56464, 1.74012], [-1.38640, -4.03088, 10.10197], [-0.70751, -3.22435, 9.55475], [0.43183, -2.11752, 8.87612], [0.96739, -1.49021, 10.56037], [1.56026, -1.45108, 11.60454], [1.67891, -3.36605, 8.72295], [2.26156, -4.22463, 9.19883], [-1.54590, -0.34476, 6.62710], [-1.47370, -0.59216, 5.14216], [-0.12218, -0.56098, 4.37390], [0.97608, -1.18034, 5.01462], [0.90490, -2.09249, 6.10633], [-0.17450, -2.33062, 7.03753], [-0.99082, -1.19561, 7.54111], [-2.25335, 0.43104, 6.95842], [-1.97638, -1.58429, 4.94088], [-2.10519, 0.19748, 4.67996], [0.05333, 0.48153, 3.95667], [1.96297, -0.88790, 4.67357], [1.84363, -2.67566, 6.30895], [-0.68296, -3.31247, 6.92772], [-1.21963, -1.11178, 8.65053]], "homo_lumo_gap_ev": [4.096, 5.959], "homo_ha": [-0.0498, -0.1951], "spin_multiplicity": 5, "total_charge": -1, "lumo_energy_ev": [2.7, 0.6], "de_lowest_ev": 2.915}

***

[2]
{"formula": "C23H15F5N6RuS2", "method": "ωB97M-V/def2-TZVPD", "symbols": ["Ru", "C", "N", "C", "C", "N", "C", "C", "C", "C", "C", "C", "N", "C", "N", "C", "C", "C", "C", "C", "C", "N", "H", "H", "H", "H", "H", "H", "H", "H", "H", "H", "H", "H", "H", "H", "H", "F", "C", "C", "F", "C", "F", "C", "S", "C", "F", "C", "F", "S", "C", "N"], "positions_angstrom": [[0.37031, -0.96080, -0.54948], [0.73021, -2.74990, 1.88765], [0.24225, -2.87079, 0.47853], [-1.19504, -3.25857, 0.46647], [-1.98336, -2.02497, 0.72661], [-1.44549, -0.86491, 0.44047], [-2.43915, 0.10630, 0.65128], [-2.42599, 1.48864, 0.48378], [-3.59870, 2.15998, 0.75618], [-4.74980, 1.48404, 1.20108], [-4.76182, 0.11980, 1.39345], [-3.57887, -0.54993, 1.10404], [-3.24376, -1.91038, 1.15323], [1.53349, -1.51562, 2.03678], [1.34418, -0.51329, 1.21076], [2.25775, 0.49580, 1.58344], [2.50777, 1.75976, 1.05627], [3.49986, 2.50247, 1.66053], [4.22111, 2.01480, 2.76470], [3.96961, 0.77058, 3.30099], [2.97302, 0.02802, 2.68053], [2.48438, -1.26145, 2.93430], [-0.14076, -2.69968, 2.54296], [1.31260, -3.62386, 2.18251], [0.79019, -3.54338, -0.05051], [-1.42641, -3.65276, -0.52576], [-1.42641, -4.03947, 1.19411], [-1.53395, 2.01617, 0.17763], [-3.63832, 3.23330, 0.63173], [-5.64853, 2.05130, 1.39966], [-5.64543, -0.39499, 1.74499], [-3.85428, -2.66698, 1.42101], [1.94857, 2.15137, 0.22077], [3.72948, 3.48851, 1.28111], [4.99087, 2.63311, 3.20540], [4.51845, 0.39947, 4.15565], [2.79072, -1.88033, 3.66932], [0.17753, 3.68003, -5.19264], [-0.03690, 2.53894, -4.58039], [0.33569, 2.39194, -3.24938], [0.89174, 3.38987, -2.58202], [0.09945, 1.18249, -2.65384], [0.41665, 1.05315, -1.31221], [-0.48754, 0.10180, -3.27929], [-0.80120, -1.38361, -2.42571], [-0.87207, 0.28681, -4.60887], [-1.46327, -0.69897, -5.25923], [-0.64476, 1.48760, -5.25778], [-1.00588, 1.64628, -6.51299], [4.61450, -1.32266, -2.50449], [3.19626, -1.18710, -1.86084], [2.10106, -1.08793, -1.39249]], "homo_lumo_gap_ev": [5.484, 4.125], "homo_ha": [-0.5257, -0.5044], "total_charge": 2, "lumo_energy_ev": [-8.8, -9.6], "de_lowest_ev": 0.097}

***

[3]
{"formula": "C23H15F5N6SV", "method": "ωB97M-V/def2-TZVPD", "symbols": ["V", "N", "C", "S", "N", "N", "C", "C", "C", "C", "C", "C", "N", "H", "H", "H", "H", "H", "H", "H", "C", "C", "C", "C", "N", "C", "C", "C", "C", "C", "C", "N", "H", "H", "H", "H", "H", "H", "H", "H", "F", "C", "C", "C", "F", "C", "F", "C", "F", "C", "F"], "positions_angstrom": [[0.63458, 0.00517, 0.06296], [4.94301, -1.09306, 0.28033], [3.71103, -0.68997, 0.53827], [2.54337, -0.68513, -0.80655], [3.30746, -0.32204, 1.70957], [2.00182, 0.04861, 1.69578], [1.51273, 0.40717, 2.83566], [0.17766, 0.95981, 2.82806], [-0.47929, 1.42436, 3.94567], [-1.73558, 2.00893, 3.78199], [-2.26682, 2.11558, 2.50851], [-1.54625, 1.62626, 1.42839], [-0.34874, 1.04488, 1.58158], [5.24477, -1.35290, -0.64498], [5.62120, -1.12571, 1.03052], [2.12441, 0.33925, 3.72944], [-0.01935, 1.33952, 4.92139], [-2.27909, 2.38459, 4.63929], [-3.22940, 2.57699, 2.33676], [-1.93848, 1.69743, 0.42293], [-0.47053, -2.38952, -3.49259], [-0.98658, -1.43058, -4.35000], [-0.95000, -0.09515, -3.96826], [-0.40800, 0.23600, -2.74395], [0.06028, -0.70271, -1.89064], [0.03635, -1.99197, -2.27225], [-0.22671, 1.60938, -2.25652], [-0.50768, 2.76247, -2.95997], [-0.16163, 3.99051, -2.41110], [0.48140, 4.03568, -1.17927], [0.71999, 2.85290, -0.51761], [0.34132, 1.66140, -1.03026], [-0.45868, -3.43757, -3.75759], [-1.40288, -1.71278, -5.30833], [-1.33290, 0.67115, -4.62656], [0.44154, -2.71319, -1.57657], [-0.97001, 2.71238, -3.93526], [-0.37421, 4.90437, -2.95124], [0.79607, 4.97147, -0.73922], [1.21257, 2.84084, 0.44671], [-2.29660, -0.58434, -0.19910], [-1.72783, -1.62030, 0.43492], [-0.33682, -1.59642, 0.61056], [0.25918, -2.70133, 1.24123], [1.57378, -2.76934, 1.38731], [-0.50605, -3.75006, 1.71766], [0.05432, -4.76819, 2.32423], [-1.89084, -3.72089, 1.54441], [-2.61486, -4.69648, 1.99507], [-2.51555, -2.64346, 0.89609], [-3.81750, -2.63399, 0.74254]], "homo_lumo_gap_ev": [5.832, 5.784], "homo_ha": [-0.6618, -0.6618], "total_charge": 3, "lumo_energy_ev": [-12.2, -12.2], "de_lowest_ev": 0.000}

***

[4]
{"formula": "C23H15N4O13S2W", "method": "ωB97M-V/def2-TZVPD", "symbols": ["W", "C", "C", "C", "C", "C", "C", "C", "S", "O", "O", "N", "C", "C", "C", "C", "C", "C", "C", "C", "N", "C", "H", "H", "H", "H", "H", "H", "H", "H", "H", "H", "H", "H", "H", "O", "C", "O", "C", "C", "C", "C", "C", "C", "O", "N", "O", "O", "N", "O", "O", "H", "H", "O", "S", "O", "O", "O"], "positions_angstrom": [[-0.94221, 0.36520, -0.68646], [6.85359, 1.49710, -1.32295], [5.50783, 1.04484, -0.84256], [5.34830, -0.22209, -0.27755], [4.11093, -0.66098, 0.14812], [3.01439, 0.18632, -0.00653], [3.13995, 1.45709, -0.55993], [4.39183, 1.87392, -0.96681], [1.48137, -0.41269, 0.51533], [1.63600, -1.37949, 1.53999], [0.67772, -0.88981, -0.70645], [0.48598, 0.83016, 0.76886], [0.08890, 1.35029, 2.00416], [0.77664, 1.41471, 3.18272], [0.17233, 2.05412, 4.28932], [-1.07073, 2.61756, 4.20265], [-1.79533, 2.55147, 2.98746], [-3.08217, 3.08526, 2.77607], [-3.68125, 2.95723, 1.54757], [-3.02389, 2.28265, 0.51857], [-1.81708, 1.75046, 0.69330], [-1.19817, 1.89417, 1.90750], [7.65084, 1.08936, -0.70356], [6.93140, 2.58261, -1.32655], [7.01831, 1.14809, -2.34456], [6.20823, -0.86898, -0.16252], [3.99617, -1.63666, 0.59978], [2.28435, 2.10896, -0.66505], [4.50615, 2.86374, -1.38934], [1.76728, 0.98998, 3.27519], [0.71841, 2.10025, 5.22103], [-1.51533, 3.11158, 5.05591], [-3.59024, 3.59702, 3.58380], [-4.66271, 3.36270, 1.35198], [-3.47594, 2.17113, -0.45573], [-3.16352, -1.47256, 2.09100], [-2.56344, -1.55539, 1.06650], [-1.44059, -0.82355, 0.81795], [-2.82954, -2.48267, -0.07317], [-3.09757, -3.83569, 0.05039], [-3.01805, -4.61559, -1.08922], [-2.59572, -4.12750, -2.31332], [-2.32046, -2.77791, -2.40897], [-2.53673, -1.95346, -1.31825], [-2.39342, -0.60612, -1.40559], [-1.63112, -2.24955, -3.59552], [-0.80309, -1.37603, -3.38464], [-1.88577, -2.74338, -4.66229], [-3.31373, -6.06294, -0.97835], [-3.64477, -6.47016, 0.11192], [-3.18892, -6.72560, -1.98270], [-3.33335, -4.28446, 1.00524], [-2.45793, -4.78877, -3.15742], [-1.77350, 1.71408, -1.83906], [-0.49920, 2.26977, -2.62394], [-0.66496, 2.06579, -4.00794], [0.36951, 1.11481, -1.98504], [-0.12598, 3.51958, -2.07034]], "homo_lumo_gap_ev": 6.624, "homo_ha": -0.4584, "total_charge": 1, "lumo_energy_ev": -5.8, "de_lowest_ev": 0.575}

***

[5]
{"formula": "C23H16BrN3O4ReSbSe4", "method": "ωB97M-V/def2-TZVPD", "symbols": ["Re", "Se", "Sb", "Se", "Se", "Se", "C", "O", "C", "C", "C", "C", "C", "C", "N", "N", "C", "C", "C", "C", "O", "C", "N", "C", "C", "C", "C", "H", "H", "H", "H", "H", "H", "H", "H", "H", "H", "H", "H", "Br", "C", "C", "C", "C", "C", "C", "C", "O", "O", "H", "H", "H", "H"], "positions_angstrom": [[-0.08675, -0.14122, -0.17036], [0.18241, -0.60204, -2.71076], [0.72961, 3.26895, -0.62402], [-0.40231, 1.88838, 1.25583], [-0.84455, 1.35524, -2.01051], [-0.65450, 5.18044, -0.94811], [-0.32706, -3.36572, -5.42301], [0.09669, -4.65577, -4.99988], [1.19191, -4.72509, -4.20156], [1.98992, -3.63148, -3.87344], [3.07196, -3.79397, -3.02026], [3.36620, -5.04543, -2.49371], [2.60930, -6.14663, -2.88347], [1.51592, -5.99028, -3.71255], [4.46426, -5.35000, -1.60785], [4.78922, -4.62153, -0.65635], [4.02830, -3.43672, -0.34590], [4.69708, -2.24133, -0.35362], [4.02625, -1.01445, -0.24174], [2.65147, -0.99387, -0.08597], [1.92580, 0.09613, -0.01434], [1.97665, -2.24510, 0.03886], [0.62602, -2.16114, 0.22888], [-0.08517, -3.26050, 0.34136], [0.51566, -4.53106, 0.28711], [1.85826, -4.64350, 0.07894], [2.64134, -3.47442, -0.07083], [-1.24216, -3.52431, -5.98674], [0.41864, -2.89715, -6.07025], [-0.53069, -2.71554, -4.56992], [1.77063, -2.64394, -4.25055], [3.65948, -2.92589, -2.76130], [2.88179, -7.12402, -2.50643], [0.89988, -6.83244, -3.99719], [5.76648, -2.25450, -0.52369], [4.56524, -0.07954, -0.30488], [-1.15252, -3.13349, 0.45865], [-0.10836, -5.40583, 0.40188], [2.32891, -5.61606, 0.02615], [-1.08037, -1.65090, 3.23367], [-2.33351, -0.23288, 3.05364], [-2.47179, 0.67061, 4.09383], [-3.36155, 1.72308, 3.96372], [-4.11405, 1.85800, 2.80424], [-3.97089, 0.94113, 1.77836], [-3.06750, -0.11015, 1.88585], [-2.94907, -1.08990, 0.74746], [-3.85515, -1.87186, 0.54379], [-1.91279, -0.99605, -0.04280], [-1.87089, 0.55383, 4.98507], [-3.45767, 2.44287, 4.76578], [-4.80186, 2.68553, 2.69419], [-4.54533, 1.04160, 0.86685]], "homo_lumo_gap_ev": [6.099, 6.032], "homo_ha": [-0.1639, -0.1728], "spin_multiplicity": 4, "total_charge": -1, "lumo_energy_ev": [1.6, 1.3], "de_lowest_ev": 0.442}

***

[6]
{"formula": "C23H16Cl3O5S2", "method": "ωB97M-V/def2-TZVPD", "symbols": ["C", "C", "C", "C", "S", "C", "S", "C", "C", "C", "C", "C", "C", "O", "O", "O", "O", "C", "C", "H", "H", "H", "H", "H", "H", "H", "H", "H", "H", "H", "Cl", "C", "Cl", "C", "O", "C", "C", "C", "C", "C", "C", "C", "Cl", "C", "H", "H", "H", "H", "H"], "positions_angstrom": [[-2.10627, 4.65308, 3.38493], [-2.44963, 5.36293, 2.25360], [-1.79347, 5.11405, 1.06651], [-0.80636, 4.15840, 1.01879], [0.08448, 3.86550, -0.50910], [-0.86513, 2.54984, -1.24446], [-0.44016, 1.94440, -2.86628], [1.20405, 1.30222, -2.54858], [2.30817, 2.00793, -2.96355], [3.56954, 1.51133, -2.71112], [3.70942, 0.30862, -2.04981], [2.59901, -0.39415, -1.63023], [1.34111, 0.10736, -1.88456], [-1.32868, 0.74921, -3.09701], [-0.29813, 3.05663, -3.87221], [-0.06623, 5.14285, -1.29680], [1.40311, 3.22446, -0.15185], [-0.47451, 3.43884, 2.14041], [-1.12693, 3.68360, 3.32972], [-2.60666, 4.85511, 4.31590], [-3.21360, 6.12151, 2.30061], [-2.02606, 5.67486, 0.17591], [-1.46654, 1.92880, -0.62322], [2.16955, 2.95108, -3.46849], [4.43979, 2.06079, -3.03163], [4.69282, -0.07906, -1.85017], [2.71062, -1.33109, -1.10928], [0.45840, -0.41666, -1.55701], [0.31070, 2.70401, 2.07765], [-0.85845, 3.13211, 4.21536], [-0.85398, -0.82106, 1.03888], [-0.74691, -2.23932, 2.07093], [-1.28182, -1.84266, 3.68630], [-1.70731, -3.25211, 1.52972], [-2.87441, -3.21898, 1.83638], [-1.18186, -4.27383, 0.60695], [0.20001, -4.49315, 0.52364], [0.67754, -5.44216, -0.36688], [-0.18931, -6.15838, -1.15975], [-1.55117, -5.94619, -1.06583], [-2.04530, -5.01252, -0.18355], [1.10036, -3.73936, 1.37976], [2.76078, -4.20758, 1.46718], [0.66338, -2.70780, 2.11399], [1.73837, -5.60992, -0.42168], [0.19659, -6.88545, -1.85591], [-2.22913, -6.50786, -1.68659], [-3.10393, -4.83201, -0.09314], [1.35412, -2.19822, 2.76555]], "homo_lumo_gap_ev": 4.777, "homo_ha": -0.1416, "total_charge": -1, "lumo_energy_ev": 0.9}